1.
Entry from OMol25: a molecular structure, C5H9F3N2O2SSi at a distorted geometry (wB97M-V/def2-TZVPD).

Results
**LUMO (alpha / beta)**: 0.543 / -5.215 eV
**E_tot**: -1442.96488 hartree
**Multiplicity**: 3
**Expectation value of S²**: 2.0226
**Total charge**: 0

Last column: Löwdin charge in e.
Geometry (Å):
F (-1.8533, 1.7195, -1.0855)  0.126
H (2.1885, -0.6783, 2.4195)  0.032
F (-3.4787, 0.5421, -1.5712)  0.137
H (0.0670, 2.1816, 0.7158)  -0.036
H (0.6251, -1.1391, 2.1385)  -0.012
H (1.8370, 2.3127, 1.0024)  0.025
O (-3.1113, -1.1262, 1.1389)  -0.222
S (-2.0273, -0.3069, 0.7127)  0.642
N (-1.1389, -2.9869, -1.4987)  0.292
C (2.2684, -0.3960, -1.5724)  -0.240
O (-1.3455, 0.4905, 1.6852)  -0.255
N (-0.9118, -0.9697, -0.1483)  -0.090
F (-3.5416, 1.7668, 0.2029)  0.179
C (-2.7850, 0.9601, -0.4955)  -0.633
C (1.5656, -1.1022, 1.5915)  -0.229
H (1.8168, -2.1718, 1.4884)  0.028
Si (1.3080, 0.0552, 0.0576)  0.706
H (1.0828, 2.4920, -0.6271)  0.031
H (3.3383, -0.0640, -1.5751)  0.025
H (1.8508, -0.0163, -2.4651)  -0.011
H (2.2476, -1.4941, -1.5924)  0.008
C (-1.0227, -2.0243, -0.8628)  -0.279
C (1.0201, 1.9554, 0.3407)  -0.222

---

2.
Entry from OMol25: 2 unconnected molecules or ions with the total composition C5H16NOS at a distorted geometry (wB97M-V/def2-TZVPD).

Results
**LUMO**: -3.778 eV
**E_tot**: -728.01781 hartree
**Energy relative to the best compared isomer or geometry (same formula, charge and spin)**: 0.962 eV
**Total charge**: +1

Last column: Löwdin charge in e.
Geometry (Å):
H (-3.7089, -0.3280, -0.1405)  0.182
S (2.3448, -0.0147, 0.1010)  0.758
H (2.0693, 1.5581, -1.6944)  0.083
H (-0.2617, 1.1763, 0.2105)  0.085
H (-1.0417, -2.9378, 0.4721)  0.136
H (-0.0952, 0.4565, -1.4321)  0.090
H (3.5649, 0.5034, 0.2713)  -0.119
H (-2.6913, -1.5839, 1.5996)  0.138
H (-2.2838, -0.0802, -0.9212)  0.147
O (0.0184, -1.8089, 1.7735)  -0.044
H (-0.2672, -1.5241, -0.2579)  0.098
C (0.1008, 1.3460, -0.8082)  -0.358
H (-1.7592, -0.0890, 1.3113)  0.131
C (-0.7893, -1.8877, 0.6341)  -0.270
H (-3.0036, -1.5789, -0.9289)  0.170
H (-1.5404, 2.7301, -1.1965)  0.069
C (1.6249, 1.4663, -0.7006)  -0.547
H (-0.4396, 2.4763, -2.5647)  0.083
N (-2.8048, -0.7654, -0.3657)  0.208
C (-2.0458, -1.0668, 0.9063)  -0.111
H (1.8849, 2.3447, -0.1239)  0.078
H (0.0525, 3.4669, -1.1865)  0.075
C (-0.4961, 2.5915, -1.4856)  -0.089
H (0.6453, -1.0973, 1.6453)  0.008

---

3.
Entry from OMol25: a molecular structure, C28H26AlF6N6O4S2 (wB97M-V/def2-TZVPD).

Results
**LUMO (alpha / beta)**: -4.193 / -4.190 eV
**E_tot**: -3349.96261 hartree
**Energy relative to the best compared isomer or geometry (same formula, charge and spin)**: 1.096 eV
**Total charge**: +1

Last column: Löwdin charge in e.
Geometry (Å):
C (-1.4663, -2.7489, 1.5651)  0.022
H (3.4269, -0.9227, 1.5833)  0.115
H (5.2734, -2.0693, 0.4538)  0.106
H (-1.2739, 0.1954, -2.9086)  0.091
H (-5.9947, -0.3713, 1.7352)  0.120
C (1.7938, 2.0310, 4.4264)  -0.068
H (0.4252, -5.2384, 0.2440)  0.108
C (-0.1435, -2.9448, -3.3027)  -0.062
F (2.5176, 3.3690, -3.0787)  0.172
H (-0.0144, -3.6980, -4.0694)  0.111
C (0.3264, -3.1637, -2.0215)  -0.057
C (0.1774, -2.1951, -1.0229)  -0.232
C (-0.8485, -0.7586, -2.6117)  -0.106
H (0.3112, -3.6443, 2.0171)  0.181
S (-1.4796, 3.8063, -0.5123)  0.706
H (-1.1156, -4.5834, -0.3580)  0.106
C (-3.3151, 3.8746, -0.5509)  -0.686
N (-1.1915, 3.7078, -2.0591)  -0.247
C (4.6065, -1.4394, -0.1226)  -0.078
H (5.6036, -1.8064, -1.9922)  0.105
C (-4.7347, -0.3711, -0.0086)  -0.031
F (1.8319, 4.0484, -1.1361)  0.162
C (3.5663, -0.7818, 0.5170)  -0.066
O (-0.1079, 2.5530, -3.9687)  -0.204
C (0.6031, 1.6701, 3.8938)  -0.004
N (-0.5553, 0.8014, 1.9106)  0.013
H (4.0656, -0.3388, -3.2674)  0.112
Al (-0.3371, 0.7506, -0.1431)  0.170
C (1.7401, 1.1006, 1.7370)  -0.193
H (-5.5098, -0.6598, -0.7042)  0.117
N (-1.6666, 0.7386, 2.5194)  0.137
S (0.0225, 2.8772, -2.5944)  0.684
C (-3.4506, -0.1387, -0.4611)  -0.095
C (-4.9980, -0.2065, 1.3466)  -0.031
H (-1.9808, -2.4370, 0.6598)  0.102
H (2.2433, 0.8339, -2.1350)  0.089
O (-1.2162, 2.5252, 0.1773)  -0.238
H (-4.1206, 0.3152, 3.2557)  0.123
C (0.5619, 1.2018, 2.5530)  -0.181
H (0.8516, -4.0898, -1.8057)  0.111
F (-3.7458, 3.8215, 0.7019)  0.166
C (-2.7136, 0.3846, 1.6535)  -0.318
O (-1.0174, 4.9710, 0.1555)  -0.199
H (0.8284, -1.6419, 0.9525)  0.107
C (-0.7596, -1.7357, -3.5910)  -0.052
H (1.8538, 2.4108, 5.4369)  0.109
H (1.6581, -3.0619, 0.2914)  0.138
C (0.7066, -2.5361, 0.3423)  -0.070
F (-3.7901, 2.8309, -1.2248)  0.153
H (3.9137, 2.2831, 4.0595)  0.116
N (-2.4579, 0.2390, 0.3496)  0.088
F (-3.7059, 4.9946, -1.1225)  0.185
N (-0.2111, -3.4448, 1.1658)  -0.162
O (0.3473, 1.7707, -1.6719)  -0.278
C (2.9671, 1.5004, 2.3457)  -0.010
C (-3.9751, 0.1735, 2.1936)  0.014
N (1.5859, 0.6621, 0.4781)  0.070
C (2.6961, 0.0551, -0.1892)  -0.247
C (-0.5079, -4.7572, 0.5244)  0.010
H (3.8748, 1.4808, 1.7597)  0.121
C (-0.3777, -0.9308, -1.2986)  -0.098
H (-1.1337, -1.5398, -4.5891)  0.115
C (3.9320, -0.4704, -2.2006)  -0.060
H (-1.0463, -5.3724, 1.2409)  0.108
C (1.5225, 3.9430, -2.4237)  -0.679
C (2.9767, 1.9495, 3.6302)  -0.037
H (-1.2064, -1.8813, 2.1661)  0.093
H (-0.3240, 1.7524, 4.4448)  0.114
C (4.7940, -1.2925, -1.4904)  -0.083
H (-3.1965, -0.2551, -1.5073)  0.117
H (-2.0846, -3.4322, 2.1414)  0.112
F (1.2704, 5.1370, -2.9233)  0.180
C (2.8986, 0.1998, -1.5617)  -0.009

---

4.
Entry from OMol25: 2 unconnected molecules or ions with the total composition C5H15N4O at a distorted geometry (wB97M-V/def2-TZVPD).

Results
**LUMO**: -2.454 eV
**E_tot**: -493.50636 hartree
**Energy relative to the best compared isomer or geometry (same formula, charge and spin)**: 2.716 eV
**Total charge**: +1

Last column: Löwdin charge in e.
Geometry (Å):
C (-2.3465, -1.0133, 1.5064)  0.009
H (-0.0550, 2.2710, -0.2576)  0.092
H (4.7287, 1.5286, -1.2897)  0.129
H (0.7691, 2.2754, 1.1488)  0.060
H (-2.9122, -0.3466, -1.8447)  0.120
H (-1.4528, -0.6279, 2.0093)  0.075
H (-1.0160, 2.1690, 1.2009)  0.149
N (-2.0325, -0.5825, 0.1274)  -0.170
H (-0.6804, -0.7201, -2.2401)  0.095
H (0.2497, 0.1254, 1.6829)  0.194
C (-2.9800, -0.9746, -0.8981)  -0.040
C (3.6029, 0.0165, -0.4224)  -0.377
H (-2.9038, -2.0816, -1.0567)  0.113
H (5.2392, -0.1365, -1.3468)  0.117
N (0.1877, 0.3583, 0.6390)  0.023
H (-3.9321, -0.8204, -0.4058)  0.085
N (-0.2396, -0.4477, -1.3481)  0.194
C (-0.7703, -0.3191, -0.2465)  -0.478
H (1.1668, 0.1786, 0.1656)  0.114
H (-3.2310, -0.6124, 1.9178)  0.088
O (2.6792, 0.5849, 0.1357)  -0.025
N (4.5472, 0.5603, -1.1380)  0.186
H (3.6475, -1.1157, -0.2378)  0.169
H (-2.2440, -2.0845, 1.5006)  0.099
C (-0.0218, 1.8148, 0.6975)  -0.021

---

5.
Entry from OMol25: 5 unconnected molecules or ions with the total composition C4H17NO6S at a distorted geometry (wB97M-V/def2-TZVPD).

Results
**LUMO**: 0.391 eV
**E_tot**: -1066.95346 hartree
**SMILES string**: O=C[C@H](CS)NCO.O.O.O.O
**Energy relative to the best compared isomer or geometry (same formula, charge and spin)**: 1.267 eV
**Total charge**: 0

Last column: Löwdin charge in e.
Geometry (Å):
C (1.5798, -0.2403, 1.0046)  -0.517
O (-1.6638, 3.8687, 0.2537)  -0.060
O (0.3070, 2.4193, -1.3869)  -0.111
O (-2.8283, 0.7484, -0.2096)  -0.060
C (1.4354, -0.6043, -1.5616)  -0.193
H (-2.6400, -0.1565, -0.4958)  -0.004
C (-0.8409, -2.6029, -0.5983)  -0.246
H (-1.0633, -3.6527, -0.4080)  0.130
H (0.9205, -0.4412, 1.8510)  0.067
O (-1.1234, -1.6473, 2.6714)  -0.056
H (2.4321, -0.8810, 1.1576)  0.068
H (-1.2361, -2.2115, 3.4448)  0.051
O (1.3445, -1.4674, -2.4037)  0.052
H (-0.0742, -0.1901, -0.3553)  0.132
H (-0.5384, 2.0502, -1.1116)  0.003
N (0.3581, -2.1641, 0.0819)  -0.013
H (1.6316, 2.0892, 1.9825)  -0.147
H (-3.7964, 0.7817, -0.3217)  0.061
S (2.1326, 1.4548, 0.9187)  0.761
H (-0.7344, -2.4149, -1.6636)  0.117
O (-1.9503, -1.7981, -0.2733)  -0.077
H (1.1536, -2.7807, -0.0507)  0.137
C (0.8063, -0.8120, -0.1811)  -0.381
H (2.0228, 0.3037, -1.7589)  0.115
H (-1.9933, -1.5172, 0.6495)  0.067
H (-0.5200, -2.1276, 2.0856)  0.009
H (0.0262, 3.3445, -1.5116)  0.047
H (-2.0940, 2.9996, 0.3126)  0.016
H (-0.8575, 3.6910, 0.7501)  0.032

---

6.
Entry from OMol25: 2 unconnected molecules or ions with the total composition C5H14 at a distorted geometry (wB97M-V/def2-TZVPD).

Results
**LUMO**: 1.164 eV
**E_tot**: -198.83565 hartree
**SMILES string**: CCC.CC
**Energy relative to the best compared isomer or geometry (same formula, charge and spin)**: 1.456 eV
**Total charge**: 0

Last column: Löwdin charge in e.
Geometry (Å):
H (-2.0416, -0.7622, -1.5394)  0.094
C (-2.1048, 1.0027, -0.1783)  -0.120
H (2.0662, 0.5208, 2.3504)  0.072
H (0.7303, -0.0345, -1.5862)  0.051
H (-0.7079, -0.8416, -0.2404)  0.072
H (3.1529, -0.0752, 1.2780)  0.050
C (-0.2314, 0.3694, -1.9114)  -0.127
H (-0.4105, 0.2788, -2.9871)  0.072
H (-3.0692, 0.6312, 0.1964)  0.050
H (0.6968, -1.2343, 0.3204)  0.019
C (1.3134, -1.3205, 1.2542)  -0.172
H (-2.4970, 1.8372, -0.7127)  0.036
H (-0.1596, 1.3941, -1.6360)  0.046
H (1.6524, 0.5881, 0.6553)  0.038
H (1.8412, -2.3057, 1.4060)  0.077
C (-1.3208, -0.1607, -0.9557)  -0.273
H (-1.5915, 1.5270, 0.7322)  0.096
H (0.5865, -1.3804, 2.1564)  0.094
C (2.0946, -0.0342, 1.3978)  -0.175